Computed, not measured: a single C26H23N3O5 molecule at a distorted geometry, with ωB97M-V with the def2-TZVPD basis set.

Geometry as ORCA input:
```
! RIJCOSX wB97M-V def2-TZVPD def2/J DEFGRID3
* xyz 0 1
O 2.293 1.013 0.178
C 2.654 0.584 1.258
N 2.057 0.950 2.412
H 2.284 0.478 3.272
C 1.074 2.006 2.453
C -0.375 1.582 2.532
C -1.329 2.568 2.748
C -2.691 2.290 2.750
C -3.060 0.987 2.524
C -2.107 -0.008 2.319
C -0.760 0.259 2.325
H -0.045 -0.527 2.148
O -2.740 -1.206 2.110
C -4.121 -0.934 2.202
O -4.316 0.440 2.454
H -4.614 -1.206 1.255
H -4.560 -1.525 3.022
H -3.427 3.059 2.912
H -1.006 3.586 2.908
H 1.308 2.667 3.295
H 1.207 2.572 1.523
C 3.851 -0.346 1.393
H 4.215 -0.382 2.419
H 4.630 0.063 0.746
C 3.531 -1.770 0.909
N 2.709 -1.724 -0.288
C 1.347 -1.779 -0.082
O 0.895 -2.033 1.019
N 0.537 -1.578 -1.168
C 1.037 -1.238 -2.409
C 0.200 -0.935 -3.486
C 0.739 -0.627 -4.719
C 2.114 -0.607 -4.915
C 2.950 -0.886 -3.858
C 2.424 -1.203 -2.606
C 3.337 -1.444 -1.491
O 4.547 -1.415 -1.567
H 4.024 -0.866 -3.960
H 2.521 -0.365 -5.885
H 0.076 -0.394 -5.539
H -0.870 -0.920 -3.361
C -0.893 -1.668 -0.939
C -1.609 -0.340 -0.939
C -2.990 -0.328 -1.087
C -3.695 0.860 -1.016
C -3.021 2.051 -0.807
C -1.644 2.046 -0.676
C -0.937 0.857 -0.737
H 0.136 0.871 -0.620
H -1.113 2.972 -0.517
H -3.570 2.979 -0.747
H -4.770 0.856 -1.122
H -3.515 -1.260 -1.251
H -1.331 -2.345 -1.679
H -1.017 -2.119 0.053
H 4.456 -2.295 0.662
H 2.972 -2.322 1.666
*
```

Gap between HOMO and LUMO = 8.424 eV
Maximum force = 1.3 eV Å⁻¹
Highest occupied orbital energy = -7.89 eV
Relative energy (zero: lowest compared OMol25 entry of this formula, charge and spin) = 0.0 kcal/mol

=====

Computed, not measured: a molecular structure, C26H24AsBrN3O5Tl, with ωB97M-V with the def2-TZVPD basis set.

Geometry as ORCA input:
```
! RIJCOSX wB97M-V def2-TZVPD def2/J DEFGRID3
* xyz 2 1
Tl 0.226 0.084 -0.198
Br 0.849 1.733 3.016
C -0.182 0.155 3.115
C -0.596 -0.361 4.327
C -1.346 -1.529 4.307
C -1.659 -2.134 3.097
C -1.209 -1.546 1.934
N -0.484 -0.418 1.956
C -1.537 -2.158 0.578
O -2.144 -3.191 0.546
O -1.108 -1.510 -0.483
H -0.339 0.136 5.251
H -1.686 -1.964 5.238
H -2.241 -3.042 3.031
C -1.789 3.708 -3.757
O -0.931 2.563 -3.534
C -0.754 2.057 -2.352
O -0.015 1.072 -2.223
N -1.379 2.637 -1.293
N -1.226 2.070 -0.022
H -1.731 3.896 -4.821
H -1.414 4.575 -3.214
H -2.818 3.467 -3.488
H -2.012 3.413 -1.405
H -2.129 1.764 0.337
H -0.825 2.747 0.626
O 2.288 0.303 -0.109
As 3.268 -0.971 -0.746
C 2.080 -2.345 -1.283
C 1.772 -3.366 -0.383
C 0.794 -4.289 -0.718
C 0.135 -4.190 -1.938
C 0.446 -3.173 -2.832
C 1.419 -2.241 -2.510
C 4.259 -0.273 -2.203
C 4.605 -1.106 -3.262
C 5.415 -0.609 -4.272
C 5.869 0.701 -4.215
C 5.518 1.526 -3.152
C 4.712 1.041 -2.135
C 4.366 -1.543 0.691
C 4.401 -0.824 1.879
C 5.261 -1.235 2.887
C 6.071 -2.347 2.699
C 6.028 -3.060 1.506
C 5.176 -2.659 0.492
H 2.300 -3.445 0.559
H 0.546 -5.087 -0.031
H -0.631 -4.911 -2.191
H -0.069 -3.107 -3.781
H 1.666 -1.447 -3.208
H 4.247 -2.128 -3.310
H 5.690 -1.246 -5.102
H 6.503 1.084 -5.003
H 5.879 2.545 -3.114
H 4.438 1.677 -1.303
H 3.772 0.047 2.008
H 5.306 -0.684 3.817
H 6.744 -2.660 3.486
H 6.662 -3.926 1.365
H 5.141 -3.216 -0.437
*
```

Gap between HOMO and LUMO = 7.976 eV
Maximum force = 0.3 eV Å⁻¹
Highest occupied orbital energy = -14.46 eV
Relative energy (zero: lowest compared OMol25 entry of this formula, charge and spin) = 0.0 kcal/mol

=====

Computed, not measured: a molecular structure, C26H24Br2N9OReS at a distorted geometry, with ωB97M-V with the def2-TZVPD basis set.

Geometry as ORCA input:
```
! RIJCOSX wB97M-V def2-TZVPD def2/J DEFGRID3
* xyz 3 4
Re 11.490 11.572 11.176
Br 5.920 11.372 16.216
C 7.489 11.353 15.155
C 8.727 11.191 15.837
C 9.949 11.077 15.150
C 9.982 11.363 13.814
O 11.154 11.338 13.169
C 8.735 11.659 13.103
C 8.692 12.230 11.814
N 9.804 12.762 11.282
C 9.960 14.064 10.823
C 8.976 14.886 10.324
C 9.320 16.215 10.085
C 10.477 16.770 10.505
C 11.470 15.933 11.146
C 12.743 16.344 11.649
C 13.564 15.440 12.233
C 13.283 14.067 12.208
N 12.147 13.601 11.661
C 11.236 14.533 11.186
C 7.507 11.420 13.782
H 8.634 11.152 16.883
H 10.873 10.857 15.609
H 7.717 12.681 11.584
H 8.015 14.466 10.115
H 8.671 16.840 9.510
H 10.665 17.810 10.425
H 13.079 17.384 11.611
H 14.523 15.779 12.678
H 13.969 13.326 12.632
H 6.555 11.529 13.279
N 7.908 8.530 12.331
N 9.062 7.809 12.166
C 10.072 8.168 11.353
N 10.866 7.193 10.856
S 10.261 9.735 10.556
H 7.990 9.434 11.896
H 7.082 8.012 12.015
H 9.172 7.021 12.781
H 10.708 6.197 11.024
H 11.641 7.447 10.235
Br 12.237 8.600 13.792
C 13.580 9.607 12.968
C 14.885 9.384 13.435
C 15.949 10.229 12.978
C 15.650 11.158 11.972
C 14.390 11.107 11.385
N 13.271 10.482 11.924
H 15.034 8.646 14.245
H 16.938 10.236 13.391
H 16.466 11.785 11.585
H 14.203 11.609 10.458
N 14.058 13.105 6.641
C 12.843 12.716 7.213
C 12.874 12.437 8.595
N 11.682 12.063 9.207
C 10.528 12.158 8.440
C 10.594 12.427 7.079
N 11.744 12.728 6.457
H 14.894 12.644 6.972
H 14.035 13.087 5.636
H 13.719 12.627 9.194
H 9.606 11.945 8.912
H 9.748 12.404 6.422
*
```

Gap between HOMO and LUMO (spin up / spin down) = 6.349 / 5.484 eV
Maximum force = 5.7 eV Å⁻¹
Highest occupied orbital energy (spin up / spin down) = -15.76 / -15.97 eV
Relative energy (zero: lowest compared OMol25 entry of this formula, charge and spin) = 25.0 kcal/mol

=====

Computed, not measured: a molecular structure, C26H24Cl5CsN4, with ωB97M-V with the def2-TZVPD basis set.

Geometry as ORCA input:
```
! RIJCOSX wB97M-V def2-TZVPD def2/J DEFGRID3
* xyz -2 1
Cs 0.220 -0.613 -0.009
Cl -0.471 4.677 -0.232
C -2.106 3.967 -0.297
C -2.218 2.602 -0.393
C -3.520 2.147 -0.441
Cl -3.794 0.410 -0.630
C -4.646 2.964 -0.381
Cl -6.260 2.323 -0.435
C -4.465 4.343 -0.275
Cl -5.835 5.403 -0.202
C -3.174 4.860 -0.238
Cl -2.947 6.582 -0.125
C -2.113 3.171 4.746
C -1.225 2.523 5.598
C -0.224 1.715 5.084
C -0.114 1.551 3.704
C -1.009 2.184 2.851
C -2.002 3.001 3.374
N 0.870 0.709 3.085
N 1.867 0.520 3.791
C 2.890 -0.347 3.257
C 3.846 -0.667 4.227
C 4.936 -1.442 3.872
C 5.040 -1.866 2.550
C 4.057 -1.529 1.623
C 2.924 -0.741 1.911
H -2.896 3.800 5.154
H -1.318 2.645 6.672
H 0.478 1.204 5.727
H -0.929 2.051 1.777
H -2.689 3.496 2.698
H 3.720 -0.308 5.244
H 5.692 -1.707 4.603
H 5.899 -2.460 2.247
H 4.191 -1.916 0.611
C 2.663 4.526 0.900
N 3.085 3.412 0.083
C 3.564 2.213 0.542
C 3.857 1.481 -0.568
N 3.561 2.192 -1.707
C 3.100 3.342 -1.273
H 3.515 4.956 1.430
H 1.912 4.203 1.619
H 2.220 5.287 0.261
H 3.624 1.973 1.590
H 4.225 0.469 -0.583
H 2.739 4.155 -1.884
C -2.533 -5.423 -1.479
C -2.093 -3.944 -1.539
C -2.283 -3.442 -2.971
C -0.679 -3.668 -1.050
H -3.551 -5.587 -1.868
H -2.497 -5.787 -0.449
H -1.838 -6.034 -2.065
H -2.805 -3.389 -0.907
H -1.580 -3.958 -3.636
H -2.066 -2.375 -3.032
H -3.296 -3.620 -3.351
H 0.036 -4.189 -1.715
H -0.542 -4.100 -0.042
*
```

Gap between HOMO and LUMO = 4.065 eV
Maximum force = 0.3 eV Å⁻¹
Highest occupied orbital energy = -0.18 eV
Relative energy (zero: lowest compared OMol25 entry of this formula, charge and spin) = 2.2 kcal/mol

=====

Computed, not measured: a molecular structure, C26H24F5HfNOP2S at a distorted geometry, with ωB97M-V with the def2-TZVPD basis set.

Geometry as ORCA input:
```
! RIJCOSX wB97M-V def2-TZVPD def2/J DEFGRID3
* xyz 2 1
C -1.647 3.180 -2.744
C -1.476 1.883 -2.290
C -0.164 1.322 -2.235
C 0.964 2.148 -2.462
C 0.750 3.446 -2.972
C -0.554 3.969 -3.097
C 2.340 1.612 -2.068
C 2.354 0.169 -2.494
C 1.193 -0.611 -2.288
C 1.283 -2.033 -2.364
C 2.490 -2.631 -2.665
C 3.619 -1.869 -2.946
C 3.535 -0.471 -2.908
H -2.664 3.596 -2.784
H 1.616 4.074 -3.225
H -0.703 4.989 -3.405
H 3.097 2.173 -2.613
H 2.550 -3.731 -2.645
H 4.554 -2.348 -3.135
H 4.416 0.142 -3.136
N 0.087 0.048 -1.664
Hf -0.211 -0.188 0.364
C -2.658 1.139 -1.680
H -2.747 0.127 -2.103
H -3.590 1.703 -1.849
C 0.102 -2.879 -1.917
H -0.826 -2.592 -2.447
H 0.314 -3.958 -2.059
P -2.451 0.927 0.126
P -0.268 -2.642 -0.124
C 1.092 -3.560 0.670
H 0.971 -3.482 1.755
H 1.045 -4.608 0.346
H 2.050 -3.117 0.382
C -1.726 -3.668 0.195
H -1.559 -4.669 -0.224
H -1.883 -3.730 1.278
H -2.604 -3.205 -0.268
C -2.734 2.624 0.742
H -3.714 2.995 0.430
H -2.660 2.604 1.830
H -1.945 3.258 0.336
C -4.007 0.060 0.641
H -3.950 -0.062 1.735
H -4.885 0.672 0.357
H -4.046 -0.932 0.158
C 1.923 1.402 0.008
O 1.944 0.409 0.741
H 2.807 1.926 -0.953
F 1.951 1.699 6.906
C 1.346 1.052 5.880
C 0.840 1.779 4.802
F 0.950 3.124 4.787
C 0.238 1.106 3.751
F -0.173 1.850 2.659
C 0.079 -0.296 3.766
S -0.858 -1.194 2.575
C 0.628 -1.000 4.851
F 0.545 -2.352 4.856
C 1.254 -0.340 5.896
F 1.775 -1.038 6.941
*
```

Gap between HOMO and LUMO = 6.099 eV
Maximum force = 7.5 eV Å⁻¹
Highest occupied orbital energy = -14.04 eV
Relative energy (zero: lowest compared OMol25 entry of this formula, charge and spin) = 45.8 kcal/mol

=====

Computed, not measured: a single C26H24N2O3S molecule at a distorted geometry, with ωB97M-V with the def2-TZVPD basis set.

Geometry as ORCA input:
```
! RIJCOSX wB97M-V def2-TZVPD def2/J DEFGRID3
* xyz 0 1
C -4.596 -3.798 -0.014
H -5.444 -3.767 0.666
H -4.959 -3.692 -1.035
H -4.127 -4.774 0.083
C -3.581 -2.710 0.317
C -4.046 -1.303 0.063
C -5.390 -0.980 -0.079
C -5.783 0.317 -0.343
C -4.843 1.325 -0.469
C -3.494 1.047 -0.317
C -3.111 -0.272 -0.046
N -1.725 -0.544 0.090
C -1.133 -1.012 1.204
O -1.705 -1.355 2.215
C 0.401 -1.101 1.072
H 0.666 -1.625 0.148
H 0.797 -1.628 1.941
O 1.034 0.178 1.080
C 1.154 0.826 -0.075
O 0.596 0.515 -1.101
C 1.976 2.063 0.088
C 1.358 3.301 0.150
C 2.116 4.450 0.317
C 3.495 4.364 0.417
C 4.121 3.135 0.341
C 3.372 1.972 0.172
C 3.993 0.675 0.048
N 3.357 -0.386 -0.294
C 4.152 -1.486 -0.343
C 3.751 -2.777 -0.680
C 4.689 -3.785 -0.677
C 6.019 -3.532 -0.345
C 6.442 -2.261 -0.011
C 5.505 -1.242 -0.011
S 5.721 0.440 0.360
H 7.471 -2.061 0.245
H 6.732 -4.343 -0.351
H 4.392 -4.790 -0.936
H 2.721 -2.961 -0.941
H 5.197 3.066 0.406
H 4.084 5.259 0.549
H 1.628 5.411 0.369
H 0.284 3.364 0.074
H -1.117 -0.194 -0.647
C -2.422 2.104 -0.408
H -1.829 2.058 0.513
C -2.926 3.529 -0.601
H -3.473 3.624 -1.536
H -2.083 4.217 -0.635
H -3.574 3.826 0.221
H -1.750 1.855 -1.237
H -5.173 2.329 -0.676
H -6.833 0.548 -0.453
H -6.140 -1.748 0.011
H -2.673 -2.881 -0.270
H -3.294 -2.790 1.369
*
```

Gap between HOMO and LUMO = 8.299 eV
Maximum force = 1.2 eV Å⁻¹
Highest occupied orbital energy = -8.65 eV
Relative energy (zero: lowest compared OMol25 entry of this formula, charge and spin) = 6.6 kcal/mol

=====

Computed, not measured: a single C26H24N2O4 molecule, with ωB97M-V with the def2-TZVPD basis set.

Geometry as ORCA input:
```
! RIJCOSX wB97M-V def2-TZVPD def2/J DEFGRID3
* xyz 0 1
O 3.301 0.187 -3.767
C 2.527 0.916 -4.339
N 2.419 1.012 -5.709
C 3.015 0.166 -6.655
C 4.173 -0.557 -6.392
C 4.697 -1.388 -7.366
C 4.086 -1.504 -8.603
C 2.942 -0.772 -8.870
C 2.409 0.059 -7.905
H 1.511 0.626 -8.115
H 2.457 -0.853 -9.832
H 4.498 -2.159 -9.355
H 5.594 -1.951 -7.153
H 4.644 -0.479 -5.428
H 1.662 1.569 -6.082
N 1.644 1.765 -3.701
C 1.217 1.695 -2.373
C 1.845 0.908 -1.412
C 1.306 0.807 -0.146
C 0.136 1.479 0.202
C -0.452 2.311 -0.750
C 0.083 2.422 -2.015
H -0.394 3.065 -2.744
H -1.332 2.881 -0.493
C -0.493 1.265 1.510
C -1.879 1.133 1.601
C -2.489 0.850 2.804
C -1.728 0.704 3.962
C -0.346 0.885 3.883
C 0.264 1.146 2.675
H 1.335 1.277 2.632
H 0.234 0.788 4.789
C -2.308 0.362 5.284
O -1.811 0.746 6.315
C -3.575 -0.491 5.255
H -4.365 0.161 4.869
C -3.952 -1.013 6.651
C -3.662 -2.511 6.605
H -4.228 -3.072 7.347
H -2.598 -2.686 6.764
C -4.031 -2.890 5.176
H -3.630 -3.858 4.876
H -5.115 -2.909 5.054
C -3.445 -1.737 4.341
C -2.007 -2.072 4.014
O -1.107 -2.197 4.798
O -1.844 -2.281 2.698
H -0.924 -2.523 2.504
H -3.973 -1.617 3.393
H -3.367 -0.504 7.416
H -5.010 -0.837 6.847
H -3.564 0.759 2.838
H -2.479 1.221 0.707
H 1.785 0.164 0.577
H 2.734 0.360 -1.673
H 1.081 2.374 -4.279
*
```

Gap between HOMO and LUMO = 8.384 eV
Maximum force = 0.7 eV Å⁻¹
Highest occupied orbital energy = -8.12 eV
Relative energy (zero: lowest compared OMol25 entry of this formula, charge and spin) = 1.1 kcal/mol

=====

Computed, not measured: a single C26H24N2O6S molecule, with ωB97M-V with the def2-TZVPD basis set.

Geometry as ORCA input:
```
! RIJCOSX wB97M-V def2-TZVPD def2/J DEFGRID3
* xyz 0 1
C -2.399 5.802 -1.932
H -3.437 5.885 -2.258
H -2.186 6.521 -1.145
H -1.749 5.970 -2.793
O -2.156 4.519 -1.374
C -2.404 3.476 -2.179
O -2.805 3.596 -3.311
C -2.114 2.175 -1.531
C -2.413 1.007 -2.227
C -2.133 -0.227 -1.675
C -1.528 -0.304 -0.424
C -1.231 0.866 0.275
C -1.535 2.096 -0.267
H -1.311 3.000 0.275
H -0.754 0.805 1.241
N -1.182 -1.543 0.138
C -1.437 -1.919 1.427
C -0.745 -3.091 1.674
C -0.053 -3.429 0.476
C -0.360 -2.487 -0.459
C 0.077 -2.411 -1.879
H 0.160 -1.378 -2.213
H 1.040 -2.905 -1.982
H -0.632 -2.924 -2.531
H 0.574 -4.284 0.322
C -0.679 -3.757 2.966
O -1.583 -3.810 3.767
C 0.673 -4.413 3.284
H 0.781 -4.451 4.373
H 0.702 -5.426 2.877
O 1.781 -3.733 2.701
C 1.842 -2.417 2.885
O 1.059 -1.784 3.544
C 2.998 -1.810 2.114
C 2.463 -0.835 1.064
C 2.873 -1.244 -0.344
O 3.412 -2.295 -0.607
N 2.541 -0.357 -1.316
C 2.053 0.940 -1.165
C 1.431 1.568 -2.239
C 1.027 2.886 -2.145
C 1.244 3.595 -0.974
C 1.844 2.977 0.107
C 2.244 1.651 0.022
S 3.045 0.872 1.387
H 2.020 3.514 1.026
H 0.939 4.628 -0.901
H 0.553 3.358 -2.991
H 1.284 1.017 -3.157
H 2.718 -0.667 -2.263
H 1.370 -0.787 1.100
H 3.559 -2.603 1.615
H 3.649 -1.287 2.817
C -2.305 -1.161 2.362
H -1.697 -0.601 3.074
H -2.959 -0.475 1.830
H -2.902 -1.865 2.937
H -2.391 -1.132 -2.202
H -2.872 1.087 -3.200
*
```

Gap between HOMO and LUMO = 8.274 eV
Maximum force = 0.9 eV Å⁻¹
Highest occupied orbital energy = -8.22 eV
Relative energy (zero: lowest compared OMol25 entry of this formula, charge and spin) = 0.0 kcal/mol

=====

Q: Which of these has the highest relative energy (zero: lowest compared OMol25 entry of this formula, charge and spin)?
A: C26H24F5HfNOP2S